ORCA calculation (ωB97M-V with the def2-TZVPD basis set) on the ion C5H10Cl2N with charge +1.

XYZ file:
```
18
Properties=species:S:1:pos:R:3:forces:R:3
C 1.7179 -0.0571 0.1030 -5.035 0.802 -0.096
C -0.4104 -2.1549 0.9525 2.133 -1.820 -3.195
C -0.5698 2.0710 -0.9932 -2.090 0.022 -0.804
C -0.4539 -1.1849 -0.2020 0.705 -0.604 -1.920
C -0.2840 1.3534 0.3574 1.346 2.050 -1.671
N 0.2786 0.0646 0.0932 7.154 -2.076 0.033
Cl 2.7062 1.2066 0.5844 -0.117 0.007 -0.058
Cl 2.5137 -1.4275 -0.4225 -0.267 -0.059 0.034
H -0.6968 -3.1384 0.4906 0.073 0.766 0.914
H 0.6274 -2.2472 1.3130 -0.608 -0.045 0.100
H -1.0508 -1.8427 1.6506 -2.362 0.739 3.147
H -0.8770 1.2743 -1.7143 0.018 0.771 0.333
H -1.4741 2.6976 -0.7876 0.599 -0.490 -0.420
H 0.1015 2.7605 -1.5540 0.363 -0.822 1.103
H -1.4400 -0.8648 -0.5318 -0.147 -0.213 0.209
H 0.0180 -1.7767 -1.0774 -0.599 1.654 1.016
H -1.1981 1.3123 0.8972 -0.508 -0.418 0.691
H 0.4917 1.9538 0.8410 -0.658 -0.264 0.585
```
Positions in Å, forces in eV/Å.

Total charge: +1
ΔE to the lowest compared entry with this formula, charge and spin: 15.6 kcal per mole
HOMO-LUMO gap: 9.440 eV
E: -1171.3349 Ha
Structure (SMILES): CC[N+](CC)=C(Cl)Cl
E_HOMO: -14.90 eV
F_max: 7.45 eV/A

---

ORCA calculation (ωB97M-V with the def2-TZVPD basis set) on a structure of composition C26H32BaN4O2PSe2Te.

XYZ file:
```
69
Properties=species:S:1:pos:R:3:forces:R:3
Ba 1.3450 2.0086 -0.1542 0.060 -0.030 0.645
Se 1.5665 0.5790 2.7144 0.047 -0.026 0.118
P 0.1176 -0.8676 1.9942 -0.009 0.184 -0.092
Se 0.0252 -1.0621 -0.1911 -0.014 0.092 0.234
C -1.5299 -0.4324 2.6166 -0.075 -0.007 0.011
C -1.6792 -0.2216 3.9871 0.031 0.049 0.064
C -2.9215 0.0926 4.5091 -0.008 0.001 -0.015
C -4.0242 0.2033 3.6690 0.030 -0.007 0.007
C -3.8808 -0.0136 2.3081 -0.017 0.007 0.005
C -2.6367 -0.3384 1.7818 0.027 -0.048 -0.020
C 0.4694 -2.4644 2.7713 -0.060 -0.231 -0.193
C 1.5993 -2.6941 3.5452 -0.038 0.060 0.011
C 1.8176 -3.9493 4.0989 0.015 0.024 0.008
C 0.9095 -4.9723 3.8817 -0.038 -0.019 -0.017
C -0.2250 -4.7449 3.1101 0.010 0.015 0.001
C -0.4442 -3.4978 2.5534 0.001 -0.031 -0.003
H -0.8234 -0.2917 4.6483 0.022 -0.010 -0.033
H -3.0287 0.2538 5.5735 -0.013 0.004 -0.003
H -4.9934 0.4527 4.0805 -0.001 0.002 -0.008
H -4.7377 0.0620 1.6510 -0.001 0.003 0.008
H -2.5265 -0.5369 0.7234 0.000 -0.001 0.005
H 2.2903 -1.8827 3.7343 0.024 -0.015 0.003
H 2.6957 -4.1187 4.7079 -0.005 -0.014 0.002
H 1.0760 -5.9496 4.3156 0.017 0.010 0.010
H -0.9403 -5.5393 2.9439 0.012 -0.009 0.007
H -1.3290 -3.3298 1.9500 0.015 0.039 -0.008
N 1.1711 0.7345 -4.3270 -0.040 -0.081 -0.077
C 2.2645 0.1479 -3.5741 0.094 -0.001 0.101
C 3.4929 -0.2578 -4.4045 -0.090 -0.162 -0.054
C 4.6770 -0.8352 -3.6260 0.088 0.005 0.027
C 4.4390 -2.2232 -3.0184 -0.140 -0.030 0.033
N 3.6588 -2.2416 -1.7787 0.128 0.011 0.164
C 4.1338 -1.8612 -0.5950 -0.042 -0.012 -0.109
N 5.4339 -1.5906 -0.4461 0.037 0.031 -0.013
N 3.3292 -1.8446 0.4641 -0.054 -0.001 0.002
C 2.6327 1.0953 -2.4379 -0.061 0.224 0.162
O 2.2741 2.2984 -2.4945 0.006 0.131 -0.597
O 3.1506 0.6342 -1.3791 0.198 -0.389 -0.099
H 0.9648 0.1937 -5.1577 0.013 0.016 -0.014
H 1.3910 1.6850 -4.5985 0.021 0.019 0.026
H 1.8693 -0.7456 -3.0804 0.016 -0.007 0.025
H 3.8133 0.6007 -4.9994 0.060 0.061 0.109
H 3.1562 -1.0116 -5.1249 0.016 0.037 -0.044
H 4.9852 -0.1437 -2.8387 -0.005 0.038 -0.025
H 5.5237 -0.9199 -4.3114 -0.024 -0.062 -0.012
H 5.3814 -2.7368 -2.8176 0.038 0.050 -0.021
H 3.9106 -2.8622 -3.7266 -0.021 0.019 0.002
H 2.6541 -2.3055 -1.8288 -0.015 -0.018 -0.067
H 6.0230 -1.4567 -1.2469 0.008 0.002 -0.006
H 5.7788 -1.2650 0.4389 -0.010 -0.009 0.021
H 2.3233 -1.8354 0.2866 0.039 -0.016 -0.006
H 3.5925 -1.3248 1.2886 0.043 -0.004 -0.034
C -2.2520 4.7808 -0.8602 -0.080 -0.031 0.043
Te -1.3239 3.1972 -1.9661 -0.221 0.113 -0.291
C -2.8752 2.0139 -1.0877 0.053 -0.064 0.029
C -3.9944 2.9873 -0.8303 -0.043 -0.002 0.014
C -5.3110 2.5612 -0.6933 0.028 -0.011 0.012
C -6.3186 3.4763 -0.4346 -0.025 0.026 0.009
C -6.0156 4.8254 -0.3107 0.005 -0.008 -0.001
C -4.7054 5.2558 -0.4487 0.037 -0.009 0.007
C -3.6904 4.3421 -0.7101 0.007 0.022 -0.004
H -2.1552 5.7156 -1.4064 -0.015 -0.005 -0.018
H -1.7645 4.8882 0.1085 -0.008 0.039 0.003
H -2.4986 1.5763 -0.1635 -0.038 -0.005 0.006
H -3.1509 1.2045 -1.7598 -0.024 0.041 -0.041
H -5.5493 1.5096 -0.8028 0.005 0.002 -0.004
H -7.3427 3.1398 -0.3418 0.004 0.000 0.000
H -6.8014 5.5437 -0.1191 -0.001 -0.002 -0.001
H -4.4678 6.3092 -0.3633 -0.013 0.004 0.001
```
Positions in Å, forces in eV/Å.

Total charge: +1
ΔE to the lowest compared entry with this formula, charge and spin: 0.0 kcal per mole
HOMO-LUMO gap: 8.265 eV
E: -6817.2070 Ha
E_HOMO: -10.62 eV
F_max: 0.65 eV/A

---

ORCA calculation (ωB97M-V with the def2-TZVPD basis set) on a structure of composition C47H47AsBaBrCl2FN5O5SSe2.

XYZ file:
```
113
Properties=species:S:1:pos:R:3:forces:R:3
Ba 0.0069 0.3845 0.4735 -0.829 -0.481 -0.132
Se -2.2234 1.7639 -5.8095 -0.018 0.041 -0.097
Se -3.3933 2.5573 -4.0141 -0.043 -0.018 -0.023
C -3.6969 0.8897 -3.1024 0.054 -0.099 0.026
C -4.7662 0.8275 -2.2121 -0.004 -0.032 0.017
C -4.9900 -0.3662 -1.5574 0.002 0.002 0.006
C -4.1518 -1.4443 -1.8152 -0.055 0.034 0.039
C -3.1132 -1.2692 -2.7091 0.048 -0.034 -0.010
N -2.8852 -0.1195 -3.3458 -0.029 0.075 0.020
C -0.4268 1.8548 -5.1125 -0.003 0.030 0.124
C 0.6199 1.6167 -5.9972 -0.035 -0.015 -0.025
C 1.9082 1.7814 -5.5241 0.042 0.021 0.011
C 2.0991 2.1688 -4.2059 0.018 0.014 0.045
C 0.9850 2.3371 -3.3975 -0.018 -0.049 -0.055
N -0.2605 2.1750 -3.8455 0.012 0.050 -0.090
H -5.3971 1.6913 -2.0472 0.008 -0.006 0.014
H -5.8092 -0.4592 -0.8549 -0.001 0.002 0.005
H -4.2934 -2.3938 -1.3178 -0.029 -0.004 0.006
H -2.4154 -2.0726 -2.9317 0.017 0.040 -0.019
H 0.4270 1.3279 -7.0226 -0.001 0.017 -0.006
H 2.7541 1.6233 -6.1822 0.006 -0.003 0.001
H 3.0896 2.3388 -3.8059 0.012 -0.031 0.021
H 1.0713 2.6003 -2.3500 0.073 -0.044 -0.004
Cl 1.5743 -4.7548 0.2500 0.199 -0.131 -0.054
C 2.6808 -3.4396 0.5487 -0.161 -0.057 0.102
C 4.0538 -3.6963 0.5596 0.059 0.076 0.031
C 4.9326 -2.6966 0.8664 -0.092 -0.063 -0.023
Cl 6.6483 -3.0375 0.8691 0.009 0.010 -0.005
C 4.4611 -1.3981 1.1874 -0.020 -0.026 -0.059
C 5.3009 -0.3179 1.5374 -0.012 0.040 0.026
C 4.7581 0.9031 1.8188 0.051 0.058 -0.108
C 3.3644 1.0658 1.7243 -0.046 -0.214 0.150
N 2.5619 0.0795 1.4154 0.240 -0.192 0.202
C 3.0673 -1.1511 1.1518 0.186 0.063 0.074
C 2.1033 -2.1963 0.8180 0.220 0.032 0.065
O 0.8523 -1.9694 0.7867 0.198 -0.424 -0.018
H 4.4107 -4.6919 0.3327 0.011 0.003 0.002
H 6.3702 -0.4751 1.5851 0.000 0.002 0.002
H 5.3805 1.7448 2.0900 0.012 0.014 -0.006
H 2.9020 2.0266 1.9276 -0.017 -0.006 -0.007
C -0.5467 -6.6053 -1.6452 0.022 0.016 -0.006
As -1.1767 -4.8374 -2.1204 -0.110 -0.182 -0.016
C -1.5604 -3.8962 -0.4727 -0.068 -0.040 -0.107
C -2.9086 -5.2689 -2.8733 -0.063 0.057 0.085
S 0.0080 -3.8595 -3.5115 -0.349 -0.263 -0.070
H -1.1570 -7.0163 -0.8410 0.008 0.004 0.011
H 0.4967 -6.5567 -1.3453 -0.035 0.007 -0.007
H -0.6390 -7.2269 -2.5344 0.015 -0.006 -0.004
H -1.4224 -4.5705 0.3708 -0.013 -0.019 -0.002
H -2.5892 -3.5390 -0.5030 0.060 0.013 -0.005
H -0.8699 -3.0636 -0.3629 0.067 -0.016 0.040
H -3.5747 -5.6726 -2.1102 -0.007 -0.012 0.001
H -2.7574 -6.0018 -3.6635 0.002 0.016 -0.016
H -3.3352 -4.3644 -3.3033 -0.018 -0.001 0.012
C -3.9370 3.8245 0.7005 -0.006 -0.015 -0.014
C -3.2339 2.4859 0.8377 -0.052 -0.043 0.058
O -2.4887 2.1575 -0.3253 0.199 -0.005 0.023
H -4.5426 4.0357 1.5854 0.002 0.001 0.005
H -4.5873 3.8245 -0.1778 -0.003 0.004 0.009
H -3.2000 4.6193 0.5830 -0.001 0.004 -0.010
H -3.9637 1.6794 0.9645 0.004 -0.005 -0.008
H -2.5842 2.4830 1.7216 -0.003 -0.001 0.002
H -1.8257 2.8679 -0.4371 -0.041 0.055 -0.066
F -0.3620 2.5449 7.1577 0.000 0.006 0.008
C -0.3590 2.1122 5.8583 -0.003 -0.006 -0.020
C -0.8432 0.8559 5.5690 -0.017 -0.023 0.005
C -0.8304 0.4390 4.2356 0.070 0.036 0.050
C -0.3627 1.2148 3.1607 -0.038 0.000 0.056
C 0.1192 2.4768 3.5565 -0.078 0.020 0.003
C 0.1324 2.9409 4.8735 0.008 0.018 -0.013
H -1.2098 0.2223 6.3700 0.002 0.006 0.003
H -1.1941 -0.5712 4.0521 0.023 -0.006 0.012
H 0.5071 3.1636 2.8028 0.006 0.012 -0.002
H 0.5127 3.9220 5.1357 -0.002 0.000 0.004
C 2.3451 -2.1041 -2.8405 0.220 0.191 0.063
N 3.4694 -1.1821 -2.8298 0.001 0.018 0.030
C 4.6056 -1.5123 -3.6538 0.020 -0.006 0.030
C 3.4456 -0.0678 -2.0808 0.075 -0.209 0.074
O 2.5249 0.2777 -1.3619 -0.241 0.282 -0.057
H 2.6582 -3.0955 -2.5086 0.021 0.030 -0.027
H 1.9255 -2.1858 -3.8439 0.117 0.101 0.023
H 1.5754 -1.7424 -2.1651 0.045 -0.005 -0.039
H 5.0343 -2.4715 -3.3531 -0.001 -0.005 0.004
H 5.3709 -0.7435 -3.5525 0.007 0.003 0.001
H 4.3127 -1.5796 -4.7049 -0.005 -0.004 -0.006
H 4.3786 0.5175 -2.1503 -0.031 0.038 -0.041
N -2.4369 -1.0141 0.9900 -0.270 -0.207 -0.004
C -2.9143 -1.3127 1.9905 0.088 0.110 0.039
C -3.4812 -1.6570 3.2626 -0.062 -0.038 0.034
C -4.3288 -0.7548 3.8993 0.016 0.023 -0.028
C -4.8420 -1.0717 5.1447 -0.012 -0.011 0.016
C -4.5095 -2.2768 5.7486 0.011 0.001 -0.016
C -3.6587 -3.1705 5.1114 -0.010 0.001 0.023
C -3.1384 -2.8644 3.8660 -0.002 0.003 -0.041
H -4.5523 0.1918 3.4263 0.006 0.003 0.008
H -5.4908 -0.3705 5.6517 0.003 0.006 0.000
H -4.9055 -2.5155 6.7271 -0.002 -0.001 0.002
H -3.3899 -4.1018 5.5916 0.002 0.000 -0.001
H -2.4540 -3.5358 3.3651 0.002 -0.005 0.003
Br 5.6793 4.0012 -0.4637 -0.015 0.004 0.008
C 4.0276 4.7348 0.1418 0.003 -0.025 -0.008
C 4.0373 5.9225 0.8541 -0.008 0.012 -0.002
C 2.8265 6.4509 1.2831 0.008 -0.005 -0.007
C 1.6337 5.8073 0.9872 -0.008 0.044 -0.044
C 1.6458 4.6111 0.2848 0.025 -0.047 -0.053
C 2.8533 4.0607 -0.1351 0.009 -0.018 0.071
C 0.3586 3.8745 -0.0309 -0.003 0.138 0.000
O -0.6896 4.5149 -0.1586 -0.035 0.003 0.103
O 0.4789 2.6183 -0.1500 0.390 1.244 -0.423
H 4.9716 6.4228 1.0687 0.000 -0.001 0.004
H 2.8213 7.3744 1.8483 -0.001 0.002 -0.001
H 0.6807 6.2158 1.2961 -0.004 0.001 -0.006
H 2.8551 3.1053 -0.6463 -0.005 0.003 0.002
```
Positions in Å, forces in eV/Å.

Total charge: -1
ΔE to the lowest compared entry with this formula, charge and spin: 0.0 kcal per mole
HOMO-LUMO gap: 6.332 eV
E: -13525.9631 Ha
E_HOMO: -4.39 eV
F_max: 1.37 eV/A

---

ORCA calculation (ωB97M-V with the def2-TZVPD basis set) on a cluster of 3 separate species, C17H30O12P2S in total.

XYZ file:
```
62
Properties=species:S:1:pos:R:3:forces:R:3
O 5.3942 -2.1431 -1.1907 -3.817 2.338 -1.851
P 4.1168 -1.4962 -1.8600 4.451 -1.891 0.462
C 3.1783 -0.3611 -0.6056 -0.249 0.047 0.905
O 3.6626 -0.9155 0.6999 -2.691 -2.019 -1.643
S 2.7498 -2.3790 0.8511 1.814 -5.821 5.132
O 3.4478 -3.7259 0.5472 -2.528 5.794 0.130
O 2.2303 -2.3958 2.3102 1.095 1.068 -5.811
O 1.5837 -2.1952 -0.4256 1.042 3.380 2.558
C 1.5431 -0.6964 -0.4963 2.723 0.854 -0.555
O 1.1899 0.0535 0.7185 -3.618 -2.080 -1.998
C -0.2458 -0.0138 1.0268 -3.807 4.763 4.595
O -0.7269 0.9469 1.8562 3.672 -6.287 -5.745
C -1.3104 -1.1529 0.5228 -1.981 -4.098 -1.265
C -1.1747 -2.6921 1.1585 -1.916 -0.059 -2.002
C -2.1409 -3.9565 0.7288 -0.483 4.575 -2.015
C -3.3177 -3.6498 -0.4150 2.210 2.509 1.270
C -3.5255 -2.1407 -1.0367 3.356 -0.719 2.884
C -2.5262 -0.9331 -0.5567 0.741 -2.655 1.408
P 0.9540 0.0002 -2.2155 1.384 3.005 -4.199
O 2.0921 0.9280 -2.8820 -3.903 -4.177 3.197
O 0.6606 -1.4337 -3.2226 -1.231 3.668 2.134
O -0.4684 0.9985 -2.1056 2.400 -1.908 0.650
H 4.4372 -0.6711 -3.0186 -0.592 -0.445 0.951
H 3.2888 -2.5803 -2.3667 0.000 1.233 0.359
H 3.4915 0.7672 -0.6424 -0.837 -2.311 0.018
H -0.3235 -2.9163 1.9586 -1.982 0.661 -1.924
H -1.9785 -5.0413 1.1994 -0.430 2.820 -1.193
H -3.9990 -4.5630 -0.7546 1.579 2.351 0.745
H -4.3425 -1.8667 -1.8479 1.902 -0.832 2.007
H -2.6717 0.1441 -0.9933 0.294 -2.407 0.906
H -0.2263 -1.3225 -3.6810 1.290 -0.194 0.715
H -0.2679 1.8901 -1.6946 0.089 -1.347 -0.691
C -0.6365 -2.3250 7.8496 0.012 0.134 0.124
C -1.0297 -2.8296 6.4727 -0.086 0.120 -0.077
O -1.8045 -1.8937 5.7235 -0.051 -0.133 0.031
C -1.1871 -0.6388 5.4488 -0.058 -0.011 -0.167
C 0.0955 -0.7564 4.6452 0.161 -0.118 0.031
H -1.5269 -2.0576 8.4289 0.102 -0.087 -0.081
H -0.0814 -3.0960 8.3940 -0.088 0.082 -0.079
H -0.0053 -1.4355 7.7932 0.048 -0.097 0.002
H -1.6497 -3.7250 6.5891 -0.073 0.232 -0.162
H -0.1501 -3.1382 5.8967 0.056 0.065 0.062
H -1.0237 -0.0865 6.3787 0.107 -0.001 0.050
H -1.9123 -0.0545 4.8686 -0.006 -0.291 0.145
H 0.8625 -1.3210 5.1817 -0.008 0.093 -0.026
H 0.5023 0.2363 4.4269 -0.100 -0.137 -0.021
H -0.0905 -1.2762 3.6987 0.013 0.126 0.151
C -0.7770 6.2840 -5.7012 0.009 -0.026 -0.180
C -1.0019 5.6520 -4.3391 -0.044 -0.072 -0.031
O -1.4431 4.2962 -4.4068 -0.092 -0.009 0.090
C -0.5658 3.3777 -5.0535 0.013 0.020 0.113
C 0.7965 3.2715 -4.3921 0.043 0.212 0.012
H -1.6924 6.2385 -6.3010 0.101 0.040 0.121
H -0.4808 7.3323 -5.5908 -0.060 -0.141 0.005
H 0.0070 5.7725 -6.2638 0.031 0.086 0.059
H -1.7870 6.2096 -3.8170 0.010 -0.300 -0.037
H -0.1052 5.7264 -3.7139 0.046 0.005 -0.092
H -0.4736 3.6266 -6.1146 0.084 0.045 -0.031
H -1.0544 2.3962 -5.0101 -0.117 0.285 0.081
H 1.3369 4.2214 -4.4168 -0.008 -0.070 -0.081
H 1.4118 2.5233 -4.9022 -0.120 0.080 0.184
H 0.6914 2.9827 -3.3404 0.098 0.054 -0.329
```
Positions in Å, forces in eV/Å.

HOMO-LUMO gap: 8.352 eV
E: -2649.0434 Ha
Structure (SMILES): O=[PH2][C@@H]1OS(=O)(=O)O[C@]1(OC(=O)c1ccccc1)P(=O)(O)O.CCOCC.CCOCC
E_HOMO: -9.42 eV
F_max: 9.27 eV/A